46
Properties=species:S:1:pos:R:3:forces:R:3:nbo_charge:R:1 method="wB97M-V/def2-TZVPD" charge=0 orbital_gap_ev=9.841 homo_energy_ev=-9.16 relative_energy_kcal_mol=35.1 energy_ha=-1569.18377
C -5.785603 -0.772461 0.664112 -0.011 -0.109 0.036 -0.6477
C -4.540614 -1.574545 0.577943 0.647 -0.288 -0.083 0.1661
N -4.456606 -2.777926 1.076531 -1.250 0.199 0.359 -0.1445
O -3.202457 -3.235415 0.837798 0.847 -0.020 -0.248 -0.2700
C -2.501095 -2.305400 0.177702 -0.531 0.741 -0.330 0.3821
C -1.092166 -2.585585 -0.175702 -0.047 -0.093 0.236 -0.6967
C -3.304740 -1.210294 -0.029850 0.352 -0.474 0.146 -0.2271
C -2.958119 0.068084 -0.709377 -0.159 -0.404 -0.410 -0.1030
O -1.904991 0.736405 0.003363 -0.227 0.198 0.423 -0.4979
C -0.722175 0.840796 -0.577889 0.454 0.038 -0.018 0.8108
O -0.456212 0.466982 -1.693298 -0.026 0.012 -0.089 -0.6237
C 0.310099 1.479879 0.353389 -0.012 -0.142 -0.096 -0.1583
N 1.590860 0.868987 0.070658 -0.124 0.356 -0.041 -0.5993
C 1.888095 -0.367728 0.539322 0.235 0.170 -0.125 0.6884
O 1.227599 -0.935785 1.383638 -0.112 -0.094 0.127 -0.6106
C 3.109757 -0.959771 -0.093010 0.093 -0.236 0.032 -0.1899
C 3.125170 -1.169109 -1.468476 0.032 0.010 0.118 -0.1359
C 4.212123 -1.772402 -2.074467 0.055 -0.020 -0.062 -0.2327
C 5.298574 -2.165381 -1.309404 -0.047 0.012 -0.050 -0.1874
C 5.301168 -1.959063 0.058573 -0.084 0.045 0.108 -0.2276
C 4.205301 -1.363132 0.664279 -0.092 0.006 -0.246 0.0006
Cl 4.217981 -1.085882 2.365684 0.120 0.003 0.219 0.0310
C 0.389838 3.003761 0.165568 -0.042 -0.057 0.232 -0.2040
C -0.980768 3.651110 0.340917 0.194 -0.059 -0.197 -0.6049
C 1.388809 3.587940 1.161638 -0.020 -0.091 -0.259 -0.6055
H -6.533734 -1.331956 1.217079 -0.101 0.026 0.028 0.2422
H -6.164768 -0.555226 -0.333448 -0.081 0.046 -0.018 0.2223
H -5.590576 0.170164 1.172826 -0.060 0.073 0.029 0.2231
H -0.424537 -2.172318 0.583449 0.009 -0.041 -0.049 0.2725
H -0.845224 -2.128068 -1.131561 0.018 0.012 -0.057 0.2361
H -0.932036 -3.659188 -0.224421 0.045 -0.074 -0.063 0.2386
H -2.620145 -0.109138 -1.737479 -0.128 0.151 0.213 0.2260
H -3.816244 0.744295 -0.710752 0.133 -0.048 -0.043 0.2033
H 0.038268 1.233853 1.384469 0.011 0.082 -0.121 0.2489
H 2.072025 1.196965 -0.753531 0.042 -0.091 0.076 0.4064
H 2.266392 -0.874562 -2.055085 -0.105 0.048 -0.057 0.2218
H 4.211292 -1.936598 -3.141043 -0.004 -0.023 -0.090 0.2194
H 6.149314 -2.635638 -1.778575 0.078 -0.039 -0.032 0.2201
H 6.144101 -2.257917 0.661056 0.071 -0.012 0.076 0.2304
H 0.744634 3.196162 -0.854185 -0.013 -0.029 -0.003 0.1989
H -1.666794 3.337967 -0.441808 -0.144 0.018 -0.035 0.2109
H -0.886676 4.733527 0.296999 -0.018 0.094 0.001 0.2152
H -1.408889 3.379466 1.302668 -0.084 -0.012 0.124 0.2117
H 1.027408 3.452181 2.178122 -0.036 -0.010 0.158 0.2083
H 2.356119 3.100000 1.074019 0.104 0.016 0.063 0.2189
H 1.520263 4.651964 0.981564 0.016 0.112 0.017 0.2128